This record from the OMol25 dataset describes a cluster of 2 separate species, C20H35I2NO5 in total at a distorted geometry. The level of theory is ωB97M-V/def2-TZVPD.

Geometry as XYZ:
```
63
Properties=species:S:1:pos:R:3:forces:R:3
C 1.9205 2.2699 -4.6995 0.544 -0.189 -0.172
C 2.7251 0.9425 -4.2154 -0.281 0.498 0.478
C 1.8075 0.0561 -3.2142 0.501 0.189 -0.756
C 1.0689 -1.1249 -4.0636 -0.797 1.225 0.249
C -0.5152 -0.8288 -3.9557 0.424 -1.486 0.631
C -1.4402 -2.1224 -4.2039 -0.903 1.120 -0.620
C -2.9006 -1.8860 -3.5155 0.917 0.015 0.256
C -3.3839 -0.3604 -3.6582 -0.705 -0.306 -0.839
C -4.9587 -0.1479 -3.3544 0.141 0.672 -0.620
C -5.2760 0.5380 -1.9352 -0.488 -0.772 -0.168
C -4.3124 0.0828 -0.7349 -0.196 0.790 0.492
C -3.1897 1.1944 -0.3539 0.039 -0.026 1.092
C -1.6881 0.6596 -0.5072 -0.813 0.280 -1.423
O -0.7970 1.0562 0.5742 0.747 -2.597 0.293
C 0.1276 -0.0188 0.8249 2.485 0.861 -1.697
O 1.2053 -0.1090 0.2007 -4.074 0.434 2.425
N -0.2879 -0.9511 1.9045 1.747 0.098 -0.667
C 0.8747 -1.4019 2.7059 0.773 1.996 1.792
I 1.5290 -3.4645 2.3207 -0.448 1.375 0.230
C 1.5293 -0.5986 3.6763 -0.825 -2.520 -1.700
C 2.7445 -1.0634 4.5886 -0.643 1.171 0.059
I 0.8311 1.4637 4.0128 0.526 -1.678 -0.319
H 0.7965 2.2053 -4.4958 1.556 -0.086 -0.394
H 2.1068 2.3739 -5.8248 -0.459 0.192 1.592
H 2.2993 3.2142 -4.1638 -0.520 -1.448 -0.838
H 3.6965 1.2794 -3.6901 -1.501 -0.603 -0.884
H 3.0048 0.3347 -5.1521 -0.327 0.840 1.580
H 2.4071 -0.3565 -2.3286 -0.803 0.458 -1.426
H 1.0348 0.7776 -2.7502 1.118 -1.260 -0.714
H 1.3294 -1.0497 -5.1858 -0.095 -0.274 1.839
H 1.3595 -2.1526 -3.6584 -0.555 1.375 -0.599
H -0.7155 -0.4878 -2.8812 0.279 -0.318 -1.575
H -0.7912 -0.0055 -4.6942 0.340 -0.991 1.148
H -0.9606 -3.1047 -3.8846 -0.585 1.384 -0.183
H -1.6259 -2.1867 -5.3289 0.290 -0.113 1.344
H -3.6533 -2.6369 -3.9659 1.021 1.369 0.723
H -2.7914 -2.1188 -2.4007 -0.249 0.143 -1.410
H -2.7988 0.3721 -3.0113 -0.612 -1.180 -0.779
H -3.1798 -0.0446 -4.7515 -0.370 -0.463 1.655
H -5.5562 -1.1220 -3.5151 1.058 1.428 0.440
H -5.3374 0.5891 -4.1593 0.410 -1.212 1.212
H -5.2697 1.6786 -2.0580 0.132 -1.644 0.296
H -6.3599 0.2405 -1.6665 1.665 0.585 -0.371
H -4.9647 -0.0470 0.2047 0.998 0.095 -1.444
H -3.8035 -0.9202 -0.9235 -0.799 1.321 0.065
H -3.3409 2.1830 -0.9233 0.270 -1.632 0.677
H -3.3419 1.4582 0.7564 0.359 -0.369 -1.614
H -1.2666 1.1127 -1.4727 -0.388 -0.919 1.276
H -1.7117 -0.4798 -0.5900 0.045 1.439 0.003
H -0.7183 -1.7631 1.4215 0.209 0.668 0.657
H 2.4268 -0.8494 5.6778 0.612 -0.483 -1.717
H 3.0600 -2.1466 4.4574 -0.705 1.407 0.012
H 3.6268 -0.3778 4.3673 -1.121 -0.930 0.346
C 3.8152 0.3195 8.9029 -0.389 -0.530 0.538
C 4.7101 1.4924 9.1677 0.222 0.379 0.713
O 5.3443 1.7010 7.9133 -0.319 -0.290 -0.362
C 4.5318 1.1702 6.9593 0.199 0.224 -1.123
O 4.6852 1.3211 5.7821 -0.094 -0.115 0.966
O 3.5222 0.4473 7.5181 0.371 0.342 -0.158
H 2.9012 0.3490 9.4977 -0.008 -0.026 -0.233
H 4.3178 -0.6374 9.0711 -0.002 0.065 -0.027
H 4.1510 2.3937 9.4356 0.012 -0.060 -0.042
H 5.4464 1.2879 9.9462 0.063 0.082 -0.208
```
Positions in Å, forces in eV/Å.

Its structure (SMILES) is CCCCCCCCCCCCCOC(=O)N/C(I)=C(/C)I.O=C1OCCO1. The orbital gap comes out at 8.27 eV. Its spin multiplicity is 1.